The following is a DFT calculation (ωB97M-V/def2-TZVPD) of a 11-piece molecular cluster, H20NO13 overall.

Results
Relative energy (zero: lowest compared OMol25 entry of this formula, charge and spin)   5.222 eV
Total charge   -1
HOMO   -7.10 eV
HOMO-LUMO gap   9.5 eV

Each line ends with the natural charge from an NBO analysis.
Element x y z (Å)
1 N -0.08 0.08 0.53  0.7398
2 O 0.12 -0.85 1.24  -0.4869
3 O -0.26 0.00 -0.74  -0.6026
4 O 0.47 1.15 0.94  -0.5829
5 O -0.76 -2.91 -0.64  -0.9576
6 H 0.13 -3.51 -0.34  0.4653
7 H -0.43 -2.05 -0.90  0.4815
8 O -2.23 -2.83 2.33  -0.9345
9 H -2.55 -2.03 2.24  0.4451
10 H -1.41 -2.44 1.75  0.4819
11 O 2.49 -0.24 -2.14  -0.9268
12 H 2.83 -0.88 -2.75  0.4636
13 H 1.68 -0.10 -2.44  0.4705
14 O 1.24 3.44 -0.50  -0.9314
15 H 1.72 2.91 -1.29  0.4523
16 H 1.20 2.75 0.05  0.4768
17 O 2.59 -1.48 0.49  -0.9574
18 H 1.92 -1.20 0.94  0.4602
19 H 2.71 -1.17 -0.34  0.4814
20 O -0.50 -0.24 4.10  -0.9683
21 H 0.23 0.40 3.93  0.4792
22 H -0.06 -0.81 3.44  0.4612
23 O 1.89 1.08 3.48  -0.9435
24 H 1.66 1.10 2.60  0.4907
25 H 2.42 0.28 3.54  0.4677
26 O -1.35 -0.65 -3.25  -0.9756
27 H -1.21 -0.46 -2.21  0.5100
28 H -0.62 -1.23 -3.47  0.4465
29 O -3.41 0.71 -1.58  -0.9900
30 H -2.65 1.30 -1.90  0.5116
31 H -4.33 0.93 -2.03  0.4654
32 O -1.53 2.88 -1.59  -0.9652
33 H -0.69 2.49 -1.26  0.5026
34 H -1.22 3.59 -2.25  0.4691